Entry from OMol25: 11 unconnected molecules or ions with the total composition C42H108N3O14 (the ωB97M-V functional and the def2-TZVPD basis).

XYZ file:
```
167
Properties=species:S:1:pos:R:3:mulliken_charge:R:1
O -2.89537 0.60596 4.18393 0.64
O -2.32705 -2.68489 -3.21300 -0.44
O -2.04592 1.31050 1.65338 -0.36
O 1.70674 5.38954 0.82318 -0.72
O 1.20670 0.44129 -5.18358 -0.54
O 3.82951 -1.18873 6.49560 -0.60
O 5.95022 -3.59513 -6.21438 -0.33
O -2.39561 6.91655 2.27512 -0.37
O 2.33523 -3.15157 -1.49647 -0.50
O -3.68782 2.28885 -0.66534 -0.56
O -4.72174 -5.55794 -6.09364 -0.33
O 5.44775 1.43019 1.23582 -0.55
O -1.35650 -1.35145 5.94108 -0.51
O 0.24826 3.69913 5.10644 -0.55
N -2.35341 -3.71888 -6.04322 -0.31
N 2.89465 -4.93947 -4.70427 -0.35
N -0.72701 4.26681 1.58498 2.17
C -3.10154 1.92657 -1.88129 2.45
C 2.82399 -4.67097 -3.26734 -1.19
C 1.64890 4.09484 -1.09048 -0.75
C -6.07892 -6.09632 -6.23857 -0.72
C 3.80169 4.56490 0.13039 -1.73
C -1.83812 4.89658 0.93623 0.36
C -1.62995 -2.69437 5.67960 1.08
C -4.25960 0.99372 4.23148 0.54
C -4.23647 1.15442 -2.61695 -1.56
C -1.04603 0.52178 1.10483 1.22
C 1.48260 2.80504 -4.86636 -1.48
C 3.27079 -2.16101 5.65074 0.11
C -0.37130 -0.38895 2.20063 -1.83
C -5.10107 -0.08242 3.58238 -1.22
C 0.58852 1.25298 -3.01404 0.99
C 2.70449 -3.29616 6.45441 -1.32
C 2.21607 -1.46237 4.83741 -1.13
C -3.15687 -2.80323 5.39988 -1.32
C 0.63063 1.52948 -4.50147 -0.11
C -1.78045 -2.35989 -1.89886 -0.18
C 7.39287 -3.53343 -6.09027 -0.70
C 2.35235 4.28179 0.28926 1.93
C -4.63538 1.17936 5.73657 -1.33
C 0.32614 3.60688 3.67463 -0.09
C 2.49558 -3.23504 -2.91065 0.55
C -1.74978 6.47449 1.06353 -1.07
C -2.61349 3.18919 -2.63370 -0.99
C 5.30098 -4.22272 -5.08609 -0.44
C -1.83362 8.08565 2.85953 -0.83
C -3.34384 -3.85275 -7.12655 -0.57
C -1.15381 -3.40656 6.94074 -1.49
C -0.79123 4.47108 3.03964 -0.60
C 1.88278 -1.87518 -1.09991 -0.04
C -0.01054 1.32623 0.34956 1.50
C 5.43767 -0.48290 2.69396 -0.95
C -2.10017 -2.30058 -5.62640 -1.04
C -1.45636 -2.32011 -4.24226 0.67
C 4.63938 0.63839 2.13786 0.41
C 3.81303 -4.15864 -5.50474 -0.47
C 3.44405 0.18980 1.33454 -0.16
C -3.96440 -5.24840 -7.23409 -0.62
C -0.64938 2.72669 5.65392 -0.34
H 7.65542 -2.73490 -5.39636 0.27
H 1.59817 1.32932 -2.61044 0.34
H -1.73687 4.69500 -0.13017 -0.78
H 0.01161 2.00502 -2.47580 -0.39
H -4.46095 0.26467 6.30315 0.20
H -2.07820 3.89636 -2.00008 0.06
H 2.53912 -3.06165 7.50595 0.31
H -3.22834 1.91200 0.08863 0.10
H 3.12646 -0.82628 7.03962 0.38
H -0.68396 5.52690 3.28828 0.34
H -1.81030 4.26449 3.36659 0.52
H -1.15061 -3.15457 -1.49899 0.38
H 2.45806 2.74213 -4.38402 0.39
H -6.74984 -5.38204 -6.71582 0.32
H 2.71673 -0.55910 4.48880 0.35
H 3.75815 -4.57246 -6.51164 0.39
H -0.74730 8.03007 2.78934 0.33
H -3.95927 0.88613 -3.63639 0.35
H 5.64808 -5.23635 -4.88562 0.36
H 3.43908 -4.09733 6.37311 0.34
H -0.91411 -1.39226 -4.06019 -0.31
H 4.02597 -2.55673 4.97164 0.40
H -4.21521 -3.21407 -6.98192 0.32
H 3.71277 -5.03266 -2.75029 0.34
H -3.53086 -3.82667 5.37165 0.46
H 2.01944 -5.33001 -2.94104 0.42
H -5.68549 1.45740 5.82641 0.42
H -6.16403 0.15635 3.61730 0.43
H -2.81506 -3.50395 -8.01359 0.34
H 0.15087 -1.16046 1.63475 0.28
H -1.05320 -2.95637 4.79258 0.13
H 4.75830 -0.98262 3.38449 -0.14
H -4.61820 -5.25299 -8.10622 0.46
H 3.32623 -2.57580 -3.16267 0.17
H 1.30928 -1.25958 5.40725 0.51
H 5.51742 -3.62307 -4.20198 0.26
H 4.27350 4.92293 1.04544 0.39
H -1.24712 -1.40977 -1.86849 -0.35
H -2.81635 4.57065 1.28965 0.60
H 4.43320 3.77147 -0.26931 0.28
H 1.83266 -3.68961 5.93171 0.29
H 0.56275 4.08912 -0.99906 -0.19
H 7.75546 -4.50841 -5.76463 0.29
H -2.56403 -2.26382 -1.14727 0.37
H 2.83218 -0.49734 1.91895 0.11
H -0.35868 1.69904 5.43590 0.01
H -4.25886 1.97857 3.76439 0.19
H -1.98303 8.22494 3.93021 0.27
H -2.93599 -1.60094 -5.62428 0.33
H -2.62367 0.63728 3.26372 -0.39
H -1.36660 -2.03275 -6.38681 0.46
H -2.20764 9.00219 2.40327 0.32
H -2.31731 6.83830 0.20700 0.55
H 1.56678 2.96948 -5.94059 0.37
H -6.42376 -6.28399 -5.22172 0.22
H -0.49777 2.15384 -0.16596 -0.01
H -0.09947 -3.23145 7.15473 0.21
H 0.22163 0.26603 -2.73219 -0.79
H 1.83802 4.88893 -1.81279 0.60
H 2.95339 1.08300 0.94782 -0.34
H -3.76074 -2.34309 6.18201 0.26
H 6.38002 -0.24978 3.18966 0.41
H -3.38722 -2.39023 4.41780 0.21
H 0.91408 5.03505 1.23264 -0.20
H -6.04486 -7.03629 -6.78939 0.31
H -1.77178 -0.86312 5.22646 0.07
H 3.45100 -3.13088 -5.53218 0.23
H 7.86185 -3.24109 -7.02979 0.25
H -0.98358 3.29293 1.50855 -1.60
H 3.69079 -0.45142 0.48833 0.32
H 1.69583 -1.91732 -0.02689 0.11
H 1.91315 -1.98110 3.92788 0.34
H 3.82294 5.30507 -0.66948 0.43
H 1.96233 3.16570 -1.56646 0.04
H 2.00619 -4.86849 -5.17934 0.26
H 1.27445 4.02708 3.33961 0.12
H 0.39156 2.56553 3.35938 -0.06
H -5.11258 1.77856 -2.79301 0.36
H 0.77046 1.78381 0.95683 -0.94
H -4.76968 -0.18195 2.54876 0.24
H -1.47277 -0.14505 0.35559 -0.13
H -1.67860 2.90082 5.34006 0.13
H 0.93837 -1.62819 -1.58485 0.00
H -0.62385 -3.01809 -4.15377 0.05
H -0.62536 2.67562 6.74246 0.39
H -4.51750 0.25471 -2.06953 0.35
H 5.57739 -1.23455 1.91704 0.33
H -0.73393 6.82617 0.88330 0.26
H -4.94592 -1.06421 4.02974 0.15
H -1.09238 -0.87977 2.85428 0.71
H -2.28476 1.22568 -1.70890 -0.96
H -1.87093 2.96827 -3.40045 0.03
H -4.04081 2.02349 6.08589 0.35
H 0.50321 0.66241 -0.34580 -0.13
H 2.22340 3.39736 0.91314 -0.55
H 6.11801 1.90417 1.73350 0.37
H 0.95537 3.65771 -4.43849 0.32
H 2.11111 0.36434 -4.87097 0.38
H 4.35347 1.22571 3.01045 0.28
H -2.71788 -4.23647 -5.25623 0.27
H -3.15836 -5.96538 -7.39007 0.31
H 0.32060 0.14881 2.84885 -0.04
H -0.38717 1.76630 -4.81145 0.39
H 1.56168 -3.00095 -3.42166 -0.08
H -1.30250 -4.47862 6.81165 0.41
H -3.45873 3.66123 -3.13455 0.39
H -1.77615 -3.13245 7.79259 0.38
H 2.52329 -1.04824 -1.40650 0.33
```

Computed properties:
Spin multiplicity: 2
E_HOMO (alpha / beta), eV: -8.7 / -8.7
E_tot, eV: -78432.02523
Charge: 0